Entry 1:
DFT (wB97M-V/def2-TZVPD) results for a molecular structure, C37H65Cl51N2P at a distorted geometry.

The geometry in ORCA input format:
```
! wB97M-V def2-TZVPD RIJCOSX def2/J DEFGRID3
* xyz -1 1
C -6.7051 -5.3396 -1.1062
C -6.3139 -5.5221 -2.6341
C -4.7591 -5.4213 -2.9174
C -4.2236 -3.9096 -2.9741
C -3.7037 -3.4742 -4.4190
C -2.1098 -3.4380 -4.4852
C -1.4931 -2.1513 -3.7802
C -1.9120 -0.7827 -4.4926
C -0.7521 0.3280 -4.3882
C -1.0201 1.3360 -3.1796
C 0.2672 2.1731 -2.7511
C 1.1510 1.3088 -1.7183
C 1.6401 2.1305 -0.4362
C 3.2136 2.2408 -0.3402
C 3.9146 1.0859 0.5247
C 4.1408 -0.2115 -0.3773
P 3.9933 -1.9062 0.5657
C 5.8517 -2.2865 0.2860
C 6.5032 -3.3221 1.3172
N 6.0045 -3.2313 2.7103
C 2.0905 -1.7307 0.9458
N 1.1539 -1.9456 -0.1904
C 0.7661 -3.3696 -0.3625
H -6.0823 -6.0272 -0.4602
H -6.6001 -4.2549 -0.8171
H -7.7910 -5.6270 -0.9370
H -6.6269 -6.5795 -2.9296
H -6.9465 -4.8419 -3.2929
H -4.2360 -5.9404 -2.0508
H -4.5093 -5.9906 -3.8689
H -3.4391 -3.7952 -2.1652
H -5.1051 -3.2357 -2.7275
H -4.0546 -4.2801 -5.1462
H -4.1665 -2.5079 -4.7861
H -1.7064 -4.3459 -3.9356
H -1.8020 -3.4850 -5.5714
H -0.3589 -2.2291 -3.8437
H -1.7457 -2.0989 -2.6749
H -2.8904 -0.3657 -4.1009
H -2.0578 -1.0155 -5.5927
H -0.8301 0.9319 -5.3390
H 0.2569 -0.1790 -4.3086
H -1.7846 2.0958 -3.5391
H -1.4266 0.7218 -2.3363
H 0.8842 2.4334 -3.6723
H -0.1076 3.1367 -2.3091
H 0.4504 0.5108 -1.3339
H 1.9931 0.8762 -2.3318
H 1.1339 1.7239 0.4849
H 1.2446 3.1947 -0.5615
H 3.4353 3.2098 0.2216
H 3.7003 2.3662 -1.3544
H 4.9511 1.5008 0.7716
H 3.4241 0.8783 1.5181
H 3.3883 -0.1323 -1.2262
H 5.1619 -0.0922 -0.8687
H 4.3019 -1.2975 1.8543
H 3.8575 -3.2282 1.1537
H 3.6756 -2.5274 -0.7333
H 5.9238 -2.7752 -0.7451
H 6.5289 -1.3804 0.2475
H 6.4403 -4.3953 0.9479
H 7.6120 -3.0664 1.3679
H 6.0227 -2.2804 3.0747
H 5.1038 -3.6861 2.8385
H 1.8185 -2.5321 1.7152
H 1.8189 -0.7343 1.4132
H 1.5350 -1.6438 -1.0912
H 0.3905 -3.7493 0.6297
H 1.6376 -3.9504 -0.7849
H -0.1240 -3.3876 -1.0755
C 8.2523 -5.2500 -2.1680
Cl 9.0166 -4.0011 -1.1742
Cl 8.9591 -6.8366 -1.8235
Cl 6.5051 -5.2811 -1.9078
H 8.4368 -5.0147 -3.2121
C 5.8465 5.3414 -1.1725
Cl 4.3938 5.2612 -2.1711
Cl 5.8262 6.8290 -0.2152
Cl 6.0319 3.9382 -0.1025
H 6.7065 5.3706 -1.8353
C -2.6102 -0.2341 1.5468
Cl -3.2343 -1.3483 2.7769
Cl -1.1527 -0.9097 0.7943
Cl -3.8614 0.1051 0.3418
H -2.3440 0.6999 2.0352
C -6.0851 1.0141 1.7038
Cl -7.1140 0.2298 2.9110
Cl -6.5675 0.5338 0.0724
Cl -6.1487 2.7733 1.8795
H -5.0602 0.6909 1.8661
C -1.0848 -5.8198 2.5896
Cl -1.8953 -4.2492 2.5836
Cl -0.6040 -6.2628 4.2330
Cl -2.1317 -7.0637 1.8905
H -0.1882 -5.7448 1.9794
C 9.0936 -1.6102 3.5415
Cl 10.6735 -1.7376 4.3311
Cl 8.1873 -0.2340 4.1833
Cl 9.2820 -1.4673 1.7909
H 8.5309 -2.5182 3.7505
C -8.0506 -4.6214 2.5944
Cl -8.0104 -2.8697 2.8241
Cl -8.9611 -5.0335 1.1339
Cl -6.4084 -5.2722 2.5100
H -8.5502 -5.0678 3.4453
C 4.4436 -7.2141 1.7411
Cl 3.7181 -5.6112 1.5690
Cl 4.6899 -7.6092 3.4493
Cl 3.4378 -8.4453 0.9586
H 5.4133 -7.2040 1.2503
C 3.2452 8.2622 2.5063
Cl 2.5335 7.9210 0.9239
Cl 4.8148 9.0603 2.3256
Cl 2.1526 9.2572 3.4800
H 3.3995 7.3184 3.0219
C -0.3476 7.3195 -2.1522
Cl -1.4555 6.3215 -1.2001
Cl 1.0932 6.3931 -2.5855
Cl -1.1498 7.9352 -3.6041
H -0.0453 8.1685 -1.5454
C 2.1129 12.5022 6.1206
Cl 1.0816 11.2183 5.4802
Cl 1.6082 14.0774 5.4917
Cl 2.0838 12.5013 7.8884
H 3.1327 12.3153 5.7954
C -8.5771 -9.0460 -2.1496
Cl -7.0149 -9.1135 -1.3239
Cl -9.5141 -7.6515 -1.5969
Cl -8.3526 -8.9906 -3.9031
H -9.1313 -9.9475 -1.9051
C -2.5725 10.2541 -6.6679
Cl -1.7895 11.2772 -5.4566
Cl -2.1261 8.5593 -6.4329
Cl -4.3291 10.4500 -6.6053
H -2.2291 10.5644 -7.6506
C -0.5841 -3.9244 7.7398
Cl -1.5346 -3.3069 9.0993
Cl -1.3245 -3.4662 6.2027
Cl 1.0814 -3.3376 7.8286
H -0.5674 -5.0090 7.8005
C 3.4387 17.2544 7.1200
Cl 2.7498 17.1539 8.7454
Cl 2.7136 18.5915 6.2175
Cl 5.1962 17.4360 7.1982
H 3.2143 16.3295 6.5973
C -9.5607 -5.2936 6.3932
Cl -10.3727 -5.9258 4.9533
Cl -8.1449 -4.3280 5.9488
Cl -10.6846 -4.3363 7.3660
H -9.2247 -6.1359 6.9911
C -0.5045 4.4854 -8.4412
Cl 0.9447 4.0951 -7.5080
Cl -1.3294 5.8889 -7.7494
Cl -0.0891 4.7830 -10.1352
H -1.1804 3.6352 -8.3994
*
```

Löwdin atomic charge list, values in e, 99 entries: atom 1 (C): -0.190, atom 2 (C): -0.272, atom 3 (C): -0.210, atom 4 (C): -0.193, atom 5 (C): -0.209, atom 6 (C): -0.212, atom 7 (C): -0.213, atom 8 (C): -0.210, atom 9 (C): -0.202, atom 10 (C): -0.215, atom 11 (C): -0.197, atom 12 (C): -0.193, atom 13 (C): -0.184, atom 14 (C): -0.272, atom 15 (C): -0.262, atom 16 (C): -0.327, atom 17 (P): 0.445, atom 18 (C): -0.375, atom 19 (C): -0.386, atom 20 (N): -0.049, atom 21 (C): -0.394, atom 22 (N): -0.275, atom 23 (C): -0.169, atom 24 (H): 0.057, atom 25 (H): 0.072, atom 26 (H): -0.045, atom 27 (H): 0.057, atom 28 (H): 0.114, atom 29 (H): 0.106, atom 30 (H): 0.104, atom 31 (H): 0.105, atom 32 (H): 0.103, atom 33 (H): 0.099, atom 34 (H): 0.100, atom 35 (H): 0.112, atom 36 (H): 0.104, atom 37 (H): 0.107, atom 38 (H): 0.100, atom 39 (H): 0.109, atom 40 (H): 0.102, atom 41 (H): 0.096, atom 42 (H): 0.108, atom 43 (H): 0.108, atom 44 (H): 0.090, atom 45 (H): 0.108, atom 46 (H): 0.078, atom 47 (H): 0.066, atom 48 (H): 0.098, atom 49 (H): 0.101, atom 50 (H): 0.092, atom 51 (H): 0.059, atom 52 (H): 0.088, atom 53 (H): 0.061, atom 54 (H): 0.085, atom 55 (H): 0.044, atom 56 (H): 0.069, atom 57 (H): 0.001, atom 58 (H): -0.109, atom 59 (H): -0.015, atom 60 (H): 0.027, atom 61 (H): 0.049, atom 62 (H): 0.061, atom 63 (H): -0.013, atom 64 (H): 0.033, atom 65 (H): 0.000, atom 66 (H): 0.073, atom 67 (H): 0.046, atom 68 (H): 0.068, atom 69 (H): 0.040, atom 70 (H): 0.072, atom 71 (H): 0.065, atom 72 (C): -1.528, atom 73 (Cl): 0.542, atom 74 (Cl): 0.502, atom 75 (Cl): 0.552, atom 76 (H): 0.011, atom 77 (C): -1.508, atom 78 (Cl): 0.524, atom 79 (Cl): 0.491, atom 80 (Cl): 0.584, atom 81 (H): 0.012, atom 82 (C): -1.451, atom 83 (Cl): 0.512, atom 84 (Cl): 0.622, atom 85 (Cl): 0.549, atom 86 (H): 0.026, atom 87 (C): -1.590, atom 88 (Cl): 0.499, atom 89 (Cl): 0.494, atom 90 (Cl): 0.528, atom 91 (H): -0.116, atom 92 (C): -1.525, atom 93 (Cl): 0.490, atom 94 (Cl): 0.504, atom 95 (Cl): 0.512, atom 96 (H): 0.005, atom 97 (C): -1.531, atom 98 (Cl): 0.505, atom 99 (Cl): 0.521



Entry 2:
DFT (wB97M-V/def2-TZVPD) results for 9 unconnected molecules or ions with the total composition C37H67ClN4O36PS8 at a distorted geometry.

The geometry in ORCA input format:
```
! wB97M-V def2-TZVPD RIJCOSX def2/J DEFGRID3
* xyz 1 1
C 4.5616 -3.4977 2.1587
C 4.3466 -2.9916 0.6968
C 2.8802 -2.9665 0.2250
Cl 2.0882 -4.4956 0.8062
N 2.1406 -1.7690 0.6476
C 2.5256 -0.9288 1.7936
O 2.7763 0.3707 1.3201
C 2.8860 1.3133 2.3358
C 1.9940 1.4295 3.4148
C 2.0825 2.3984 4.4043
C 1.0484 2.4917 5.5323
C 3.1376 3.3221 4.3217
C 4.0286 3.2147 3.2567
C 3.9396 2.2353 2.2480
C 4.9878 2.2997 1.1271
C 5.5202 0.9306 0.6339
C 4.4218 3.1912 -0.0141
C 1.0731 -1.4352 -0.0280
N 0.2319 -0.3396 0.1751
C -0.7232 -0.3879 1.2907
C -1.1340 1.0805 1.6230
C -2.3984 1.0528 2.5601
C -3.6739 0.6842 1.7556
O -4.6815 0.4065 2.3613
O -3.6598 0.6207 0.3813
C -0.2663 0.0710 -1.1509
C 0.2434 -1.0495 -2.1349
N 0.5823 -2.1055 -1.1797
P -0.5737 -3.3799 -0.9563
N -0.6474 -4.0404 -2.5601
O -2.0992 -2.7112 -0.7327
H 4.9234 -4.5359 2.1899
H 3.6505 -3.4514 2.7818
H 5.3173 -2.8969 2.6972
H 4.8629 -2.0175 0.6263
H 4.9095 -3.7029 0.0460
H 2.8899 -3.0636 -0.8694
H 3.4230 -1.2880 2.3195
H 1.7010 -0.9836 2.5246
H 1.1673 0.7056 3.4521
H 0.8334 3.5580 5.7214
H 0.0883 2.0577 5.1981
H 1.3989 2.0070 6.4545
H 3.2675 4.1096 5.0677
H 4.8331 3.9550 3.1836
H 5.8575 2.8467 1.5394
H 6.3433 1.1403 -0.0753
H 4.7333 0.4572 0.0228
H 5.9076 0.2786 1.4296
H 5.1135 3.2505 -0.8714
H 4.2231 4.1991 0.3909
H 3.4402 2.7924 -0.3371
H -1.6625 -0.9194 1.0577
H -0.3165 -0.8186 2.2185
H -0.3336 1.6348 2.1325
H -1.4496 1.6289 0.7221
H -2.2210 0.3295 3.3727
H -2.5309 2.0416 3.0330
H -3.4165 1.4921 0.0229
H 0.2347 1.0307 -1.3536
H -1.3485 0.2675 -1.1823
H -0.5183 -1.2912 -2.8869
H 1.0901 -0.5988 -2.6799
H -1.0890 -3.3008 -3.1228
H -1.3432 -4.7872 -2.5672
H -2.5460 -3.3341 -0.1389
C -6.2617 0.6060 5.2303
C -5.6221 -0.6649 5.7432
O -5.7615 -0.5919 7.1658
S -7.1229 0.1846 7.5286
O -8.1349 -0.7754 7.7936
O -6.8153 1.2293 8.4333
O -7.3989 0.8148 6.0756
H -5.5918 1.4616 5.3428
H -6.5688 0.5224 4.1917
H -4.5750 -0.7465 5.4639
H -6.1606 -1.5491 5.3938
C -11.4884 0.1859 9.6655
C -10.8527 -1.0881 10.1773
O -10.9825 -1.0130 11.6011
S -12.3383 -0.2295 11.9709
O -13.3530 -1.1821 12.2423
O -12.0185 0.8164 12.8714
O -12.6189 0.4017 10.5165
H -10.8122 1.0372 9.7721
H -11.8035 0.1031 8.6280
H -9.8077 -1.1752 9.8907
H -11.3985 -1.9702 9.8334
C -6.2859 2.2597 -2.4571
C -6.5517 3.6841 -2.8944
O -5.2521 4.2829 -2.9907
S -4.1835 3.1741 -3.4439
O -3.9934 3.2820 -4.8476
O -3.1042 3.1923 -2.5241
O -5.0967 1.8744 -3.1593
H -6.0826 2.2040 -1.3851
H -7.1073 1.5911 -2.7037
H -7.1731 4.2289 -2.1884
H -7.0135 3.7162 -3.8839
C 7.8917 -5.1429 -2.9911
C 6.9218 -4.0757 -3.4480
O 6.4842 -3.4428 -2.2331
S 7.6850 -3.4704 -1.1623
O 8.3492 -2.2179 -1.1983
O 7.1860 -4.0443 0.0427
O 8.6091 -4.5523 -1.8942
H 7.3645 -6.0226 -2.6174
H 8.5779 -5.4425 -3.7785
H 6.0882 -4.4833 -3.9888
H 7.4195 -3.3222 -4.0607
C 2.1139 -4.7448 -5.3638
C 1.7423 -3.3745 -5.8897
O 2.9888 -2.6764 -5.9963
S 4.1528 -3.7238 -6.3681
O 4.3728 -3.6843 -7.7645
O 5.2095 -3.5705 -5.4262
O 3.3442 -5.0683 -6.0205
H 2.2961 -4.7211 -4.2869
H 1.3570 -5.4934 -5.5847
H 1.0619 -2.8454 -5.2268
H 1.3021 -3.4364 -6.8876
C -5.0420 5.6250 -7.0373
C -3.7933 6.2115 -6.4158
O -3.6103 7.4653 -7.0821
S -5.0478 8.0807 -7.4634
O -5.4168 9.0195 -6.4663
O -5.0458 8.3994 -8.8431
O -5.9141 6.7427 -7.2375
H -4.8289 5.1784 -8.0112
H -5.5127 4.8845 -6.3962
H -2.9234 5.5743 -6.5502
H -3.9366 6.4104 -5.3505
C -0.8071 7.5618 -0.3967
C -2.1135 8.2325 -0.7662
O -2.8310 7.2419 -1.5129
S -2.4598 5.7818 -0.9569
O -3.4713 5.3704 -0.0454
O -2.0615 4.9697 -2.0468
O -1.1599 6.2031 -0.1040
H -0.1093 7.5598 -1.2367
H -0.3335 8.0257 0.4652
H -1.9686 9.1302 -1.3614
H -2.6994 8.4773 0.1227
C 10.9942 -8.8867 -5.8599
C 11.4466 -7.4762 -5.5451
O 10.5175 -7.0109 -4.5579
S 10.0446 -8.2524 -3.6468
O 10.8192 -8.2582 -2.4618
O 8.6249 -8.2753 -3.6323
O 10.5739 -9.4288 -4.6026
H 10.1363 -8.8876 -6.5360
H 11.7908 -9.4912 -6.2867
H 11.4344 -6.8293 -6.4186
H 12.4447 -7.4683 -5.1017
*
```

Löwdin atomic charge list, values in e, 99 entries: atom 1 (C): -0.134, atom 2 (C): -0.249, atom 3 (C): -0.569, atom 4 (Cl): 0.652, atom 5 (N): 0.075, atom 6 (C): -0.112, atom 7 (O): -0.036, atom 8 (C): -0.193, atom 9 (C): -0.002, atom 10 (C): -0.257, atom 11 (C): -0.037, atom 12 (C): -0.028, atom 13 (C): -0.017, atom 14 (C): -0.124, atom 15 (C): -0.355, atom 16 (C): -0.064, atom 17 (C): -0.053, atom 18 (C): -0.250, atom 19 (N): -0.023, atom 20 (C): -0.129, atom 21 (C): -0.146, atom 22 (C): -0.071, atom 23 (C): -0.466, atom 24 (O): 0.114, atom 25 (O): 0.071, atom 26 (C): -0.081, atom 27 (C): -0.129, atom 28 (N): -0.193, atom 29 (P): 0.833, atom 30 (N): -0.152, atom 31 (O): -0.295, atom 32 (H): 0.082, atom 33 (H): 0.053, atom 34 (H): 0.085, atom 35 (H): 0.107, atom 36 (H): 0.095, atom 37 (H): 0.115, atom 38 (H): 0.143, atom 39 (H): 0.125, atom 40 (H): 0.102, atom 41 (H): 0.085, atom 42 (H): 0.068, atom 43 (H): 0.088, atom 44 (H): 0.121, atom 45 (H): 0.123, atom 46 (H): 0.132, atom 47 (H): 0.089, atom 48 (H): 0.066, atom 49 (H): 0.087, atom 50 (H): 0.084, atom 51 (H): 0.083, atom 52 (H): 0.080, atom 53 (H): 0.113, atom 54 (H): 0.124, atom 55 (H): 0.100, atom 56 (H): 0.104, atom 57 (H): 0.124, atom 58 (H): 0.133, atom 59 (H): 0.113, atom 60 (H): 0.135, atom 61 (H): 0.124, atom 62 (H): 0.112, atom 63 (H): 0.130, atom 64 (H): 0.023, atom 65 (H): 0.042, atom 66 (H): 0.047, atom 67 (C): -0.175, atom 68 (C): -0.169, atom 69 (O): -0.185, atom 70 (S): 0.609, atom 71 (O): -0.226, atom 72 (O): -0.208, atom 73 (O): -0.184, atom 74 (H): 0.134, atom 75 (H): 0.122, atom 76 (H): 0.128, atom 77 (H): 0.136, atom 78 (C): -0.168, atom 79 (C): -0.168, atom 80 (O): -0.187, atom 81 (S): 0.610, atom 82 (O): -0.218, atom 83 (O): -0.215, atom 84 (O): -0.189, atom 85 (H): 0.135, atom 86 (H): 0.135, atom 87 (H): 0.119, atom 88 (H): 0.135, atom 89 (C): -0.158, atom 90 (C): -0.150, atom 91 (O): -0.186, atom 92 (S): 0.621, atom 93 (O): -0.212, atom 94 (O): -0.257, atom 95 (O): -0.189, atom 96 (H): 0.130, atom 97 (H): 0.139, atom 98 (H): 0.142, atom 99 (H): 0.135



It is found that the lowest unoccupied orbital energy values, taken in the order of the records, are 1.283; -3.681 eV.
It is found that the frontier orbital gap values, taken in the order of the records, are 5.1; 7.6 eV.
It is found that the E_HOMO values, taken in the order of the records, are -3.81; -11.26 eV.